Entry from OMol25: C8H21ClIOP2Pt as an isolated structure (ωB97M-V/def2-TZVPD).

Element x y z (Å)
C: 0.864 -0.741 3.528
I: -0.982 -1.718 3.555
H: 1.217 -0.178 2.654
H: 1.611 -1.507 3.722
H: 0.750 -0.051 4.430
Pt: 0.588 0.635 -1.449
P: 1.121 -1.737 -1.159
C: 0.704 -3.062 0.043
C: 0.458 -2.389 -2.760
H: 0.931 -3.331 -3.000
H: 3.328 -2.624 -1.511
H: 0.534 -1.567 -3.487
H: 3.190 -0.832 -1.869
H: -0.357 -3.202 0.124
H: -0.664 -2.595 -2.527
C: 2.922 -1.640 -1.214
H: 1.153 -3.993 -0.291
H: 3.258 -1.414 -0.195
H: 1.062 -2.857 1.047
P: -1.146 2.234 -0.045
C: -2.171 2.049 1.413
C: 0.016 3.572 0.156
H: -1.668 2.413 -2.377
H: -2.829 3.385 -1.299
H: -2.983 1.557 -1.427
C: -2.230 2.456 -1.477
H: 0.686 3.639 -0.658
H: -0.566 4.512 0.327
H: -2.754 2.970 1.575
H: -1.564 1.860 2.325
H: 0.598 3.396 1.113
H: -2.846 1.201 1.301
Cl: 1.694 1.668 -3.286
O: -0.219 -0.181 1.294
C: -0.131 0.335 0.224

Output
- Expectation value of S²: 6.014
- Spin multiplicity: 5
- ΔE to the lowest compared entry with this formula, charge and spin: 24.03 kcal/mol
- Net charge: +3
- Orbital gap (alpha / beta): 6.07 / 6.15 eV

---

Entry from OMol25: C8H21InO10P2 as an isolated structure (ωB97M-V/def2-TZVPD).

Element x y z (Å)
In: -5.011 1.973 2.481
C: 0.664 0.463 7.458
C: -0.404 0.811 6.421
O: -0.114 1.509 5.466
O: -1.532 0.264 6.443
H: 1.224 1.360 7.719
H: 1.388 -0.263 7.087
H: 0.355 0.083 8.432
C: 0.802 -4.651 2.118
O: 0.936 -3.707 1.023
P: -0.300 -3.380 0.001
O: -1.363 -2.570 0.614
O: 0.438 -2.727 -1.308
C: 1.651 -3.274 -1.775
O: -0.765 -4.869 -0.547
C: -1.934 -5.005 -1.301
H: 1.109 -5.627 1.742
H: -0.236 -4.837 2.394
H: 1.350 -4.238 2.964
H: 1.518 -4.182 -2.362
H: 2.362 -3.620 -1.024
H: 2.211 -2.586 -2.408
H: -2.654 -5.524 -0.668
H: -1.771 -5.686 -2.136
H: -2.352 -4.102 -1.745
C: 2.136 3.270 -1.238
O: 1.433 3.087 -2.498
P: -0.064 3.716 -2.569
O: -1.036 3.212 -1.532
O: -0.611 3.388 -4.086
C: -0.493 2.046 -4.588
O: 0.195 5.312 -2.534
C: -0.880 6.195 -2.793
H: 3.165 3.519 -1.499
H: 2.105 2.333 -0.682
H: 1.593 3.988 -0.624
H: 0.483 1.609 -4.377
H: -0.667 1.989 -5.663
H: -1.210 1.458 -4.015
H: -1.812 5.859 -2.339
H: -1.151 6.297 -3.844
H: -0.759 7.107 -2.209

Output
- ΔE to the lowest compared entry with this formula, charge and spin: 137.86 kcal/mol
- Net charge: +2
- Orbital gap: 1.63 eV

---

Entry from OMol25: C8H21N2O9SZr as an isolated structure (ωB97M-V/def2-TZVPD).

Element x y z (Å)
Zr: 0.065 1.801 0.234
O: 1.345 2.589 1.632
H: 2.230 2.610 2.014
C: -2.589 0.440 1.986
O: -1.519 1.057 1.433
H: -2.411 -0.003 2.988
H: -3.407 1.173 2.103
H: -3.007 -0.382 1.372
C: 2.860 2.494 -1.652
O: 1.593 2.224 -1.211
H: 2.976 3.575 -1.840
H: 3.625 2.123 -0.952
H: 3.045 2.062 -2.658
S: -1.839 3.542 -1.001
O: -1.039 3.705 0.283
O: -3.278 3.500 -0.904
O: -1.369 4.398 -2.064
O: -1.391 2.081 -1.210
C: 1.295 -0.636 2.474
O: 0.997 -0.099 1.429
N: 0.817 -1.836 2.840
C: 1.025 -2.360 4.168
C: -0.141 -2.502 1.992
H: 1.981 -0.153 3.185
H: 1.718 -3.213 4.141
H: 0.113 -2.696 4.658
H: 1.536 -1.631 4.797
H: 0.038 -2.348 0.935
H: -0.296 -3.540 2.290
H: -1.154 -2.117 2.206
C: 0.627 -0.777 -1.923
O: 0.189 -0.158 -0.972
N: -0.146 -1.165 -2.949
C: 0.180 -2.356 -3.696
C: -1.481 -0.638 -3.081
H: 1.688 -1.049 -1.998
H: -0.240 -2.263 -4.700
H: -0.303 -3.241 -3.263
H: 1.247 -2.548 -3.789
H: -1.619 0.267 -2.490
H: -1.760 -0.561 -4.131
H: -2.203 -1.369 -2.674

Output
- Net charge: -1
- Orbital gap: 7.33 eV

---

Entry from OMol25: a 2-piece molecular cluster, C8H21NO4 overall (ωB97M-V/def2-TZVPD).

Element x y z (Å)
C: 1.247 -2.651 -0.093
O: 1.463 -3.307 1.206
C: 0.205 -3.288 2.017
C: -0.059 -1.760 2.622
O: -1.494 -1.343 2.482
O: 0.436 -1.637 4.016
C: 1.224 -0.388 4.099
H: 1.354 -1.468 -0.008
H: 0.190 -2.873 -0.579
H: 2.040 -2.971 -0.925
H: -0.727 -3.691 1.408
H: 0.395 -4.072 2.896
H: 0.546 -0.941 1.999
H: -1.533 -0.626 1.755
H: 2.150 -0.363 3.359
H: 0.460 0.498 3.890
H: 1.683 -0.249 5.186
C: -0.675 3.881 -2.098
O: -1.711 2.929 -2.285
C: -1.315 1.763 -3.015
C: -0.595 0.692 -2.164
C: 0.856 1.042 -1.845
N: -1.311 0.433 -0.906
H: 0.007 3.925 -2.951
H: -0.129 3.662 -1.180
H: -1.139 4.866 -1.976
H: -2.247 1.323 -3.391
H: -0.727 2.040 -3.899
H: -0.582 -0.236 -2.748
H: 0.946 1.803 -1.066
H: 1.390 0.155 -1.485
H: 1.378 1.403 -2.738
H: -2.253 0.108 -1.128
H: -1.470 1.339 -0.454

Output
- ΔE to the lowest compared entry with this formula, charge and spin: 39.92 kcal/mol
- Net charge: 0
- Orbital gap: 10.26 eV

---

Q: Number 1 is which compound?
A: C8H21ClIOP2Pt

---

Repeat the second record exactly.
Entry from OMol25: C8H21InO10P2 as an isolated structure (ωB97M-V/def2-TZVPD).

Element x y z (Å)
In: -5.011 1.973 2.481
C: 0.664 0.463 7.458
C: -0.404 0.811 6.421
O: -0.114 1.509 5.466
O: -1.532 0.264 6.443
H: 1.224 1.360 7.719
H: 1.388 -0.263 7.087
H: 0.355 0.083 8.432
C: 0.802 -4.651 2.118
O: 0.936 -3.707 1.023
P: -0.300 -3.380 0.001
O: -1.363 -2.570 0.614
O: 0.438 -2.727 -1.308
C: 1.651 -3.274 -1.775
O: -0.765 -4.869 -0.547
C: -1.934 -5.005 -1.301
H: 1.109 -5.627 1.742
H: -0.236 -4.837 2.394
H: 1.350 -4.238 2.964
H: 1.518 -4.182 -2.362
H: 2.362 -3.620 -1.024
H: 2.211 -2.586 -2.408
H: -2.654 -5.524 -0.668
H: -1.771 -5.686 -2.136
H: -2.352 -4.102 -1.745
C: 2.136 3.270 -1.238
O: 1.433 3.087 -2.498
P: -0.064 3.716 -2.569
O: -1.036 3.212 -1.532
O: -0.611 3.388 -4.086
C: -0.493 2.046 -4.588
O: 0.195 5.312 -2.534
C: -0.880 6.195 -2.793
H: 3.165 3.519 -1.499
H: 2.105 2.333 -0.682
H: 1.593 3.988 -0.624
H: 0.483 1.609 -4.377
H: -0.667 1.989 -5.663
H: -1.210 1.458 -4.015
H: -1.812 5.859 -2.339
H: -1.151 6.297 -3.844
H: -0.759 7.107 -2.209

Output
- ΔE to the lowest compared entry with this formula, charge and spin: 137.86 kcal/mol
- Net charge: +2
- Orbital gap: 1.63 eV

---

Q: net charge of number 1 (C8H21ClIOP2Pt)?
A: +3